Entry 1:
The following is a quantum chemistry calculation of a single C19H31N3O4 molecule at a distorted geometry, from the OMol25 dataset.

Energy above the lowest of the compared OMol25 structures with the same formula, charge and spin (kcal per mole): 10.42
SMILES: C=C(C)CC(=O)N[C@H]1C[C@H]2CC[C@@H]([C@H]1C)N2C(=O)C(C)(C)NC(=O)OC
DFT total energy (Ha): -1207.87607

The geometry in ORCA input format:
```
! RIJCOSX wB97M-V def2-TZVPD def2/J DEFGRID3
* xyz 0 1
C -1.9215 -5.2247 -0.1715
C -0.6418 -5.1454 -0.5224
C -0.1991 -4.8990 -1.9354
C 0.4695 -5.2591 0.4867
C 1.1526 -3.9171 0.7471
O 2.3640 -3.7949 0.7921
N 0.2975 -2.8862 0.9390
C 0.7713 -1.5346 1.2117
C 1.2329 -0.8260 -0.0707
C 0.0875 -0.1796 -0.8469
C -1.1023 -1.1082 -1.1343
C -2.0297 -0.9266 0.0906
C -1.2508 0.0268 1.0089
C -0.2716 -0.6885 1.9606
C -1.0017 -1.4559 3.0566
N -0.5793 0.8594 -0.0222
C 0.1182 1.9831 0.4175
O 0.5784 2.1089 1.5336
C 0.3867 3.0783 -0.6377
C 1.7633 2.8040 -1.2690
C -0.7103 3.1386 -1.6949
N 0.4350 4.3166 0.1381
C 0.7429 5.5208 -0.4007
O 0.8384 5.7809 -1.5810
O 0.9181 6.4352 0.5808
C 1.2144 7.7526 0.1149
H -2.2130 -5.4244 0.8532
H -2.7146 -5.1155 -0.9013
H 0.3592 -5.7599 -2.3108
H -1.0437 -4.7163 -2.5981
H 0.4802 -4.0432 -1.9861
H 0.0875 -5.6353 1.4381
H 1.2497 -5.9368 0.1407
H -0.6846 -3.0725 0.8290
H 1.6425 -1.6597 1.8570
H 1.9552 -0.0488 0.1957
H 1.7607 -1.5433 -0.7025
H 0.4688 0.2573 -1.7694
H -1.6066 -0.7800 -2.0423
H -0.7846 -2.1381 -1.2854
H -2.9653 -0.4584 -0.2115
H -2.2935 -1.8642 0.5806
H -1.9097 0.6636 1.6013
H 0.2951 0.1043 2.4440
H -1.6763 -2.2218 2.6692
H -0.2885 -1.9536 3.7156
H -1.5980 -0.7714 3.6624
H 1.7632 1.8893 -1.8602
H 2.0165 3.6349 -1.9255
H 2.5219 2.7200 -0.4898
H -0.7505 2.2057 -2.2560
H -1.6822 3.2965 -1.2272
H -0.5067 3.9585 -2.3799
H 0.5894 4.2030 1.1290
H 1.3288 8.3591 1.0083
H 2.1338 7.7575 -0.4680
H 0.4025 8.1340 -0.5019
*
```

***

Entry 2:
The following is a quantum chemistry calculation of a single C19H31N5O3 molecule, from the OMol25 dataset.

Energy above the lowest of the compared OMol25 structures with the same formula, charge and spin (kcal per mole): 40.23
SMILES: C[C@@H]1CCOC[C@H]1C(=O)N(C)CCCCC(=O)N1CCc2c(nnn2C)C1
DFT total energy (Ha): -1242.10846

The geometry in ORCA input format:
```
! RIJCOSX wB97M-V def2-TZVPD def2/J DEFGRID3
* xyz 0 1
C 0.8728 3.9125 1.7501
C -0.5174 3.3665 2.0460
C -0.5698 2.6629 3.3994
C -1.9337 2.0377 3.6304
O -2.2534 1.1183 2.6027
C -2.3163 1.7477 1.3421
C -0.9780 2.3918 0.9566
C -1.1648 3.1311 -0.3626
O -1.6704 4.2442 -0.3710
N -0.7833 2.5101 -1.5142
C -0.9311 3.2096 -2.7773
C -0.2255 1.1699 -1.5796
C 1.2977 1.1439 -1.4644
C 1.8568 -0.2750 -1.4747
C 1.7473 -0.9967 -2.8308
C 1.8862 -2.4861 -2.6045
O 2.9817 -3.0205 -2.6162
N 0.7468 -3.2087 -2.3370
C 0.9329 -4.5548 -1.7997
C 1.1585 -4.5171 -0.2774
C 0.1666 -3.5560 0.2834
C -0.6042 -2.6921 -0.4422
N -1.3468 -1.9395 0.4035
N -1.0743 -2.3019 1.6193
N -0.1576 -3.2784 1.5627
C 0.3466 -3.8731 2.7806
C -0.5187 -2.5992 -1.9312
H 1.6056 3.1003 1.7140
H 0.8961 4.4409 0.7957
H 1.1915 4.6103 2.5266
H -1.2287 4.1976 2.0535
H 0.1915 1.8758 3.4373
H -0.3461 3.3733 4.2001
H -1.9641 1.4750 4.5630
H -2.7031 2.8227 3.6766
H -2.5957 0.9713 0.6283
H -3.0924 2.5258 1.3416
H -0.2333 1.5961 0.8769
H -1.1783 4.2471 -2.5785
H 0.0009 3.1601 -3.3443
H -1.7283 2.7635 -3.3782
H -0.6704 0.5372 -0.8089
H -0.5420 0.7485 -2.5375
H 1.7385 1.7367 -2.2722
H 1.5795 1.6355 -0.5300
H 2.9062 -0.2716 -1.1776
H 1.3273 -0.8522 -0.7080
H 0.8208 -0.7484 -3.3467
H 2.5715 -0.7002 -3.4777
H 0.0294 -5.1253 -2.0244
H 1.7775 -5.0160 -2.3012
H 1.0412 -5.5186 0.1428
H 2.1794 -4.1873 -0.0669
H 1.4246 -3.7350 2.8521
H -0.1421 -3.3702 3.6098
H 0.1136 -4.9367 2.8096
H -0.5797 -1.5662 -2.2557
H -1.3393 -3.1369 -2.4139
*
```

***

Entry 3:
The following is a quantum chemistry calculation of a single C19H31N5O3 molecule, from the OMol25 dataset.

Energy above the lowest of the compared OMol25 structures with the same formula, charge and spin (kcal per mole): 42.37
SMILES: C[C@@H]1CCOC[C@H]1C(=O)N(C)CCCCC(=O)N1CCc2c(nnn2C)C1
DFT total energy (Ha): -1242.10506

The geometry in ORCA input format:
```
! RIJCOSX wB97M-V def2-TZVPD def2/J DEFGRID3
* xyz 0 1
C 0.3128 -0.7654 3.8338
C 1.5214 0.1508 3.6976
C 1.1232 1.6212 3.8176
C 2.3044 2.5388 3.5577
O 2.8812 2.2905 2.2840
C 3.3607 0.9658 2.1955
C 2.2304 -0.0546 2.3575
C 2.8275 -1.4527 2.2535
O 3.3027 -1.9925 3.2412
N 2.8551 -2.0387 1.0233
C 3.3948 -3.3789 0.8848
C 2.2849 -1.4405 -0.1736
C 0.8005 -1.7621 -0.3355
C 0.1129 -1.0848 -1.5290
C 0.7059 0.2757 -1.9250
C -0.1402 0.9040 -3.0101
O 0.1128 0.7084 -4.1878
N -1.2045 1.6787 -2.6307
C -2.1326 2.0984 -3.6752
C -3.2222 1.0393 -3.9074
C -3.6871 0.6068 -2.5597
C -3.0689 0.8905 -1.3723
N -3.7634 0.3167 -0.3630
N -4.7827 -0.3070 -0.8692
N -4.7458 -0.1470 -2.1992
C -5.7861 -0.7150 -3.0291
C -1.7927 1.6669 -1.2926
H -0.4112 -0.5698 3.0367
H 0.6070 -1.8144 3.7856
H -0.1947 -0.6026 4.7861
H 2.2396 -0.0899 4.4870
H 0.3319 1.8465 3.0936
H 0.7155 1.8198 4.8123
H 2.0055 3.5864 3.5577
H 3.0686 2.3991 4.3357
H 3.8433 0.8739 1.2208
H 4.1179 0.7800 2.9696
H 1.4979 0.1245 1.5666
H 3.6879 -3.7412 1.8645
H 2.6447 -4.0515 0.4622
H 4.2671 -3.3738 0.2270
H 2.4484 -0.3655 -0.1567
H 2.8538 -1.8174 -1.0283
H 0.6651 -2.8436 -0.3982
H 0.3017 -1.4514 0.5882
H 0.1795 -1.7254 -2.4121
H -0.9526 -0.9850 -1.3084
H 0.8051 0.9379 -1.0615
H 1.6956 0.1444 -2.3590
H -2.5937 3.0341 -3.3507
H -1.5697 2.2777 -4.5857
H -4.0336 1.4653 -4.5018
H -2.8050 0.1976 -4.4668
H -5.3853 -0.9091 -4.0214
H -6.1130 -1.6483 -2.5799
H -6.6330 -0.0342 -3.1056
H -1.1154 1.2241 -0.5686
H -1.9737 2.6984 -0.9759
*
```

***

Entry 4:
The following is a quantum chemistry calculation of a molecular structure, C19H31OOsSi at a distorted geometry, from the OMol25 dataset.

Energy above the lowest of the compared OMol25 structures with the same formula, charge and spin (kcal per mole): 0.00
DFT total energy (Ha): -1197.77668

The geometry in ORCA input format:
```
! RIJCOSX wB97M-V def2-TZVPD def2/J DEFGRID3
* xyz -1 5
Os -0.4571 -0.1761 0.6595
C 0.0015 1.7125 1.9850
C -0.3881 2.2395 0.7332
C -1.7318 1.9082 0.5189
H 0.2607 2.7449 0.0421
C -2.1916 1.1631 1.6221
C -1.1232 1.0721 2.5430
H -1.1579 0.5924 3.5044
H 0.9825 1.7857 2.4214
H -2.2985 2.1370 -0.3668
H -3.1804 0.7564 1.7518
C 0.9037 -2.0931 1.1970
C 0.2843 -1.6828 2.3851
C -1.1120 -1.8480 2.2279
H 0.7838 -1.2880 3.2537
C -1.3529 -2.3424 0.9357
C -0.0992 -2.4850 0.2917
H 0.0663 -2.7851 -0.7272
H 1.9535 -2.0307 0.9782
H -1.8657 -1.6264 2.9629
H -2.3178 -2.5923 0.5317
O -1.3044 -0.2759 -1.3993
C -2.5547 -0.6866 -2.0966
C -2.2093 0.2728 -3.2459
C -3.7813 -0.3571 -1.2907
C -2.4789 -2.1436 -2.4845
C -0.8708 0.4990 -2.5568
H -2.8451 1.1534 -3.2793
H -2.1678 -0.1814 -4.2318
H -0.0038 0.0372 -3.0180
H -0.6214 1.5174 -2.2774
H -4.6736 -0.5678 -1.8793
H -3.8021 0.6905 -1.0053
H -3.8232 -0.9569 -0.3847
H -3.0555 -2.3110 -3.3940
H -2.8808 -2.7888 -1.7087
H -1.4496 -2.4385 -2.6755
C 3.1146 2.6424 0.6395
Si 3.0178 0.7731 0.5103
C 4.4638 0.2864 -0.5658
C 3.3665 0.0316 2.2025
C 1.4554 0.1855 -0.4306
H 4.1011 2.9157 1.0669
H 2.3310 3.0772 1.2820
H 3.0303 3.0780 -0.3768
H 5.4079 0.6314 -0.0955
H 4.4880 -0.8167 -0.6706
H 4.3563 0.7502 -1.5655
H 2.5572 0.2681 2.9179
H 3.5075 -1.0636 2.1485
H 4.3095 0.4692 2.5881
H 1.3305 0.9152 -1.2480
H 1.7249 -0.7681 -0.9261
*
```